Formula: C76H176F30N9O3P5
Source: the OMol25 dataset
Level of theory: the ωB97M-V functional and the def2-TZVPD basis

Values from the calculation:
HOMO energy   -0.566 hartree
Calculated total energy   -229189.4334 eV
Net charge   +4

Cartesian coordinates (Å):
C1 0.611 -0.042 -5.164
C2 -0.513 0.244 -6.180
C3 -1.839 0.614 -5.420
C4 -3.005 0.889 -6.344
N1 -4.140 1.711 -5.786
C5 -5.222 1.821 -6.889
C6 -6.056 3.039 -6.381
C7 -5.011 4.057 -5.835
C8 -3.819 3.209 -5.498
C9 -4.842 1.138 -4.590
H1 1.598 -0.177 -5.679
H2 0.523 -0.957 -4.569
H3 0.724 0.788 -4.464
H4 -0.776 -0.595 -6.816
H5 -0.178 1.080 -6.863
H6 -1.548 1.473 -4.800
H7 -2.190 -0.100 -4.722
H8 -3.434 -0.078 -6.617
H9 -2.628 1.403 -7.235
H10 -5.708 0.835 -7.030
H11 -4.735 2.113 -7.758
H12 -6.829 2.663 -5.679
H13 -6.616 3.363 -7.230
H14 -5.346 4.537 -4.905
H15 -4.758 4.899 -6.523
H16 -3.553 3.120 -4.432
H17 -2.941 3.455 -6.045
H18 -5.608 1.818 -4.245
H19 -4.156 0.981 -3.746
H20 -5.321 0.181 -4.874
C10 0.935 0.500 8.675
C11 2.357 0.517 8.166
C12 2.704 1.727 7.170
C13 2.111 1.367 5.790
N2 2.612 2.254 4.604
C14 1.807 1.927 3.342
C15 2.728 2.222 2.187
C16 4.015 1.571 2.655
C17 4.031 1.934 4.183
C18 2.517 3.672 5.056
C19 1.112 4.166 5.483
C20 1.346 5.587 6.098
H21 0.144 0.400 7.951
H22 0.830 1.426 9.270
H23 0.772 -0.315 9.361
H24 2.811 -0.382 7.706
H25 3.051 0.656 9.018
H26 3.777 1.927 7.067
H27 2.269 2.687 7.415
H28 1.092 1.618 5.890
H29 2.286 0.337 5.456
H30 0.918 2.491 3.306
H31 1.598 0.859 3.354
H32 2.803 3.323 2.178
H33 2.305 1.967 1.235
H34 4.882 1.939 2.106
H35 3.988 0.502 2.489
H36 4.706 2.818 4.284
H37 4.474 1.232 4.879
H38 2.807 4.343 4.228
H39 3.215 3.713 5.867
H40 0.652 3.499 6.187
H41 0.488 4.206 4.590
H42 0.411 5.847 6.569
H43 1.789 6.291 5.427
H44 2.081 5.538 6.960
C21 -4.986 -3.886 9.237
C22 -4.531 -3.326 7.837
C23 -5.131 -1.918 7.734
C24 -5.053 -1.244 6.368
N3 -6.368 -0.613 5.925
C25 -6.675 0.454 6.928
C26 -8.139 0.338 7.307
C27 -8.479 -1.116 7.036
C28 -7.511 -1.546 5.945
C29 -6.118 -0.084 4.484
C30 -6.949 1.044 4.034
C31 -6.559 1.591 2.679
H45 -4.692 -3.140 9.949
H46 -4.427 -4.758 9.402
H47 -6.047 -4.027 9.299
H48 -4.932 -3.916 7.023
H49 -3.447 -3.371 7.723
H50 -4.551 -1.350 8.461
H51 -6.168 -1.958 8.060
H52 -4.870 -1.934 5.537
H53 -4.280 -0.475 6.245
H54 -6.427 1.374 6.478
H55 -5.946 0.320 7.716
H56 -8.726 1.097 6.725
H57 -8.295 0.561 8.374
H58 -9.478 -1.396 6.674
H59 -8.281 -1.669 7.913
H60 -8.007 -1.337 4.955
H61 -7.299 -2.601 5.972
H62 -6.286 -1.010 3.895
H63 -5.061 0.079 4.226
H64 -7.042 1.897 4.737
H65 -7.971 0.692 3.959
H66 -7.249 2.407 2.375
H67 -6.501 0.790 1.969
H68 -5.614 2.170 2.773
C32 -1.855 -2.921 -8.750
C33 -1.793 -4.399 -8.255
C34 -0.634 -4.666 -7.280
C35 -0.608 -3.780 -6.047
N4 -0.176 -4.534 -4.834
C36 -1.287 -5.499 -4.413
C37 -1.382 -5.453 -2.896
C38 -0.483 -4.344 -2.402
C39 -0.371 -3.497 -3.674
C40 1.133 -5.175 -4.909
C41 2.347 -4.270 -5.306
C42 3.619 -4.850 -4.682
H69 -2.521 -2.818 -9.598
H70 -0.918 -2.474 -9.094
H71 -2.139 -2.261 -7.944
H72 -1.748 -5.081 -9.137
H73 -2.688 -4.604 -7.715
H74 0.299 -4.591 -7.861
H75 -0.718 -5.690 -6.883
H76 -1.504 -3.242 -5.811
H77 0.113 -2.962 -6.109
H78 -1.200 -6.501 -4.820
H79 -2.146 -5.040 -4.921
H80 -1.051 -6.354 -2.414
H81 -2.367 -5.220 -2.552
H82 0.505 -4.698 -2.084
H83 -0.801 -3.765 -1.577
H84 0.481 -2.825 -3.686
H85 -1.291 -2.951 -3.756
H86 1.072 -5.952 -5.663
H87 1.260 -5.710 -3.932
H88 2.167 -3.277 -4.894
H89 2.575 -4.194 -6.345
H90 3.452 -5.069 -3.639
H91 4.448 -4.124 -4.698
H92 3.937 -5.811 -5.189
C43 3.208 6.296 -0.847
C44 3.555 6.499 -2.364
C45 3.979 7.932 -2.704
C46 5.461 8.038 -2.464
N5 6.121 9.419 -2.558
C47 6.082 10.004 -3.940
C48 7.207 9.335 -4.712
C49 8.328 9.288 -3.681
C50 7.602 9.181 -2.347
C51 5.509 10.456 -1.583
C52 5.292 9.877 -0.165
C53 4.712 10.961 0.745
H93 4.105 6.254 -0.261
H94 2.607 5.428 -0.547
H95 2.759 7.207 -0.516
H96 2.761 6.188 -2.945
H97 4.271 5.711 -2.622
H98 3.360 8.599 -2.078
H99 3.778 8.219 -3.746
H100 5.960 7.485 -3.252
H101 5.796 7.620 -1.523
H102 6.185 11.091 -3.944
H103 5.053 9.945 -4.405
H104 7.420 10.036 -5.515
H105 6.840 8.341 -5.099
H106 8.946 10.167 -3.698
H107 8.980 8.366 -3.792
H108 8.013 9.932 -1.673
H109 7.724 8.246 -1.825
H110 4.544 10.620 -2.058
H111 6.191 11.323 -1.530
H112 6.172 9.457 0.300
H113 4.517 9.099 -0.209
H114 4.614 10.567 1.751
H115 3.804 11.468 0.359
H116 5.502 11.764 0.788
C54 9.821 -5.976 -4.224
C55 10.042 -5.172 -2.920
C56 8.822 -5.354 -2.007
C57 9.105 -4.753 -0.636
N6 8.055 -4.993 0.404
C58 8.532 -4.496 1.763
C59 7.724 -5.263 2.768
C60 7.744 -6.657 2.169
C61 7.949 -6.468 0.669
C62 6.593 -4.498 0.022
C63 6.494 -2.992 -0.253
C64 4.965 -2.829 -0.409
H117 10.698 -5.954 -4.833
H118 8.982 -5.446 -4.722
H119 9.609 -7.029 -4.045
H120 10.119 -4.128 -3.176
H121 11.024 -5.469 -2.528
H122 8.655 -6.424 -1.870
H123 7.945 -4.825 -2.472
H124 9.361 -3.661 -0.713
H125 10.007 -5.179 -0.211
H126 8.369 -3.462 1.857
H127 9.593 -4.785 1.802
H128 6.691 -4.797 2.891
H129 8.221 -5.268 3.709
H130 6.831 -7.185 2.457
H131 8.621 -7.154 2.618
H132 7.171 -6.954 0.115
H133 8.864 -6.851 0.242
H134 5.958 -4.735 0.829
H135 6.465 -5.075 -0.806
H136 6.897 -2.741 -1.198
H137 6.947 -2.360 0.544
H138 4.710 -3.336 -1.355
H139 4.756 -1.776 -0.439
H140 4.408 -3.195 0.454
C65 0.008 3.272 -0.268
C66 -0.496 2.616 1.083
C67 -1.243 3.641 1.892
O1 -0.415 4.784 2.069
C68 -1.162 6.007 2.115
N7 -1.405 1.498 0.800
H141 -1.981 1.176 1.650
H142 -2.164 1.724 0.106
H143 -0.866 0.657 0.514
H144 0.278 2.475 -0.963
H145 0.866 3.882 -0.102
H146 -0.843 3.892 -0.629
H147 0.367 2.337 1.603
H148 -1.487 3.298 2.907
H149 -2.259 3.878 1.497
H150 -1.888 6.058 1.355
H151 -0.518 6.873 2.009
H152 -1.667 5.996 3.054
C69 0.974 -3.235 4.420
C70 0.559 -2.693 3.028
C71 1.045 -3.594 1.929
O2 0.465 -4.831 2.051
C72 1.287 -5.784 1.480
N8 -0.901 -2.603 3.006
H153 -1.274 -2.167 2.174
H154 -1.389 -3.505 2.888
H155 -1.339 -2.149 3.855
H156 2.048 -3.403 4.551
H157 0.470 -4.249 4.525
H158 0.627 -2.461 5.152
H159 0.902 -1.654 2.797
H160 2.106 -3.663 2.093
H161 0.946 -3.251 0.868
H162 0.720 -6.745 1.501
H163 2.175 -5.988 2.123
H164 1.607 -5.608 0.476
C73 -7.388 -1.423 -0.640
C74 -7.546 -2.905 -0.971
C75 -8.560 -3.102 -2.106
O3 -8.523 -4.483 -2.498
C76 -8.977 -4.828 -3.806
N9 -6.289 -3.501 -1.552
H165 -5.601 -3.771 -0.850
H166 -6.657 -4.310 -2.093
H167 -5.704 -2.905 -2.142
H168 -6.867 -0.760 -1.308
H169 -7.022 -1.370 0.379
H170 -8.422 -1.013 -0.612
H171 -7.804 -3.484 -0.100
H172 -8.287 -2.378 -2.952
H173 -9.559 -2.796 -1.727
H174 -10.000 -5.153 -3.829
H175 -8.371 -5.582 -4.146
H176 -8.893 -3.930 -4.411
P1 -4.088 -3.098 1.619
F1 -4.758 -2.198 0.433
F2 -3.312 -1.755 2.074
F3 -5.402 -2.807 2.585
F4 -3.400 -3.874 2.800
F5 -4.917 -4.445 1.109
F6 -2.798 -3.399 0.650
P2 1.553 -0.759 -0.949
F7 0.382 -1.029 0.219
F8 1.478 -2.347 -1.374
F9 0.433 -0.332 -2.028
F10 2.759 -0.536 -1.977
F11 1.598 0.830 -0.480
F12 2.610 -1.022 0.296
P3 -4.674 -2.952 -4.650
F13 -4.199 -4.092 -5.621
F14 -6.025 -3.688 -4.209
F15 -3.812 -3.681 -3.400
F16 -5.066 -1.757 -3.522
F17 -3.272 -2.110 -5.082
F18 -5.450 -2.150 -5.778
P4 -4.240 2.940 -1.174
F19 -3.075 3.968 -0.688
F20 -4.215 3.597 -2.635
F21 -2.824 2.017 -1.633
F22 -5.154 1.728 -1.676
F23 -4.164 2.193 0.342
F24 -5.416 3.811 -0.708
P5 -1.847 0.541 4.790
F25 -1.320 0.404 3.212
F26 -1.217 1.979 4.817
F27 -3.242 1.111 4.249
F28 -2.248 0.640 6.343
F29 -2.370 -0.950 4.757
F30 -0.437 -0.121 5.134

Cartesian forces (eV/Å) of the 3 atoms listed first:
1.0 -0.3 -0.9
-0.7 0.4 0.6
1.1 1.6 -0.2